Record 1
Computed, not measured: a 2-piece molecular cluster, C14H30N4O5 overall in a non-equilibrium geometry, with ωB97M-V with the def2-TZVPD basis set.

Element x y z (Å)
C (7.9082, -2.8606, 0.8322)
C (6.8863, -2.3417, -0.3828)
C (7.2624, -0.7640, -0.6685)
O (8.4648, -0.4953, -1.2308)
O (6.3256, 0.3031, -0.2777)
C (5.3654, 0.6187, -1.3504)
C (4.4278, 1.8955, -0.8530)
N (3.7435, 1.6416, 0.4885)
C (2.3750, 1.4756, 0.6024)
N (1.3478, 2.5873, 0.5685)
C (0.3093, 2.4567, 1.6633)
C (-0.3732, 0.9324, 1.7451)
O (-1.8214, 1.1412, 1.6021)
C (-2.4528, 0.1495, 0.7203)
C (-4.1140, 0.2698, 0.8838)
N (-4.6899, -0.8010, -0.0076)
C (-6.1471, -1.0768, 0.2280)
C (-7.2010, -0.3609, -0.7927)
C (-8.4078, -1.4844, -1.0710)
O (-6.6748, -0.0087, -2.1174)
C (0.3300, 0.0538, 0.5543)
N (1.8645, 0.0554, 0.7183)
H (7.3399, -3.0627, 1.8382)
H (8.6863, -1.9812, 1.0367)
H (8.4943, -3.8152, 0.4619)
H (6.9651, -3.0375, -1.3253)
H (5.8003, -2.4216, 0.0579)
H (6.0017, 0.9582, -2.2963)
H (4.7299, -0.3095, -1.7135)
H (5.1806, 2.8046, -0.7082)
H (3.6331, 2.2300, -1.6591)
H (4.3924, 1.5517, 1.3257)
H (0.9047, 2.6478, -0.3752)
H (-0.5631, 3.2194, 1.3758)
H (0.7887, 2.7855, 2.6861)
H (-0.0388, 0.4698, 2.7727)
H (-2.2602, 0.3440, -0.4406)
H (-2.2145, -0.9805, 1.0192)
H (-4.4862, 1.3583, 0.6744)
H (-4.4200, 0.0299, 2.0119)
H (-4.4263, -0.7031, -1.0089)
H (-6.2992, -2.2451, 0.2309)
H (-6.4242, -0.6919, 1.3240)
H (-7.7596, 0.5831, -0.3534)
H (-8.7561, -1.9573, -0.0547)
H (-7.9216, -2.3745, -1.6959)
H (-9.2757, -1.0655, -1.7388)
H (-6.8106, 0.9675, -2.3337)
H (0.1099, 0.5193, -0.5084)
H (0.0351, -1.1001, 0.5614)
H (2.0163, -0.3518, 1.6672)
O (-3.6298, 1.0979, -2.4902)
H (-4.5215, 1.1432, -2.1970)

Summary:
**Energy above the lowest of the compared OMol25 structures with the same formula, charge and spin**: 1385.4 kJ/mol
**Kohn-Sham gap**: 0.0804 hartree
**2S+1**: 1

---

Record 2
Computed, not measured: C32H28AsF6NO8P2S2Tm as an isolated structure in a non-equilibrium geometry, with ωB97M-V with the def2-TZVPD basis set.

Element x y z (Å)
Tm (0.1222, -1.0612, 1.0659)
C (2.1978, 0.6217, -2.3075)
N (2.0183, 1.4093, -1.0664)
P (2.4288, 0.4450, 0.3548)
C (4.0826, -0.1468, -0.2082)
C (4.9479, 0.6027, -1.0015)
C (6.1749, 0.0942, -1.3818)
C (6.5686, -1.1635, -0.9550)
C (5.7335, -1.9021, -0.1339)
C (4.4947, -1.4002, 0.2300)
C (3.0854, 1.7073, 1.5119)
C (3.8281, 2.7955, 1.0692)
C (4.4234, 3.6602, 1.9676)
C (4.2912, 3.4449, 3.3298)
C (3.5685, 2.3538, 3.7812)
C (2.9745, 1.4846, 2.8808)
P (0.5309, 2.2479, -1.1158)
C (0.7246, 3.1897, -2.6728)
C (-0.4380, 3.6173, -3.2989)
C (-0.3712, 4.4559, -4.3974)
C (0.8597, 4.8687, -4.8777)
C (2.0222, 4.4375, -4.2615)
C (1.9600, 3.6052, -3.1590)
C (0.5956, 3.7200, -0.0006)
C (1.6540, 4.6159, 0.0227)
C (1.5858, 5.7322, 0.8377)
C (0.4485, 5.9866, 1.5838)
C (-0.6405, 5.1382, 1.4916)
C (-0.5648, 4.0033, 0.7054)
H (3.1793, 0.8154, -2.7407)
H (1.4458, 0.9080, -3.0425)
H (2.0998, -0.4509, -2.1183)
H (4.6682, 1.5900, -1.3291)
H (6.8236, 0.6801, -2.0165)
H (7.5247, -1.5614, -1.2583)
H (6.0412, -2.8757, 0.2164)
H (3.8413, -1.9898, 0.8631)
H (3.9513, 2.9600, 0.0121)
H (4.9958, 4.5019, 1.6031)
H (4.7622, 4.1181, 4.0325)
H (3.4657, 2.1740, 4.8407)
H (2.4109, 0.6396, 3.2481)
H (-1.3850, 3.2707, -2.9124)
H (-1.2773, 4.7964, -4.8751)
H (0.9117, 5.5323, -5.7277)
H (2.9789, 4.7623, -4.6416)
H (2.8702, 3.2782, -2.6807)
H (2.5220, 4.4654, -0.5982)
H (2.4255, 6.4100, 0.8924)
H (0.4067, 6.8538, 2.2270)
H (-1.5423, 5.3611, 2.0405)
H (-1.3930, 3.3101, 0.6499)
O (0.3131, 0.1081, 2.9591)
S (-0.3243, 1.3119, 2.4292)
O (0.2669, 2.5357, 2.8892)
O (-0.2790, 1.1542, 0.9447)
C (-2.0251, 1.3274, 2.9956)
C (-2.4094, 2.4486, 3.7159)
C (-3.6744, 2.5187, 4.2774)
C (-4.5553, 1.4568, 4.1259)
C (-4.1711, 0.3391, 3.4008)
C (-2.9074, 0.2758, 2.8325)
S (-2.4946, -1.2095, 1.9027)
O (-3.6900, -1.9885, 1.8124)
O (-1.3650, -1.8329, 2.6068)
O (-1.9810, -0.7193, 0.6079)
H (-1.6827, 3.2360, 3.8346)
H (-3.9587, 3.3917, 4.8467)
H (-5.5280, 1.4921, 4.5913)
H (-4.8274, -0.5061, 3.2538)
F (-0.6651, -3.1300, 0.5834)
As (0.6623, -3.7710, 1.5888)
F (0.5348, -5.2451, 0.5940)
F (1.6989, -2.8983, 0.3122)
F (2.1208, -4.5443, 2.2957)
F (1.1995, -2.3070, 2.5502)
F (-0.3357, -4.4094, 2.8254)
O (-0.7318, 0.6049, -2.1011)
C (-0.7131, -0.5790, -1.7323)
O (0.1853, -1.1394, -1.0670)
H (-1.5536, -1.2212, -2.0867)

Summary:
**Energy above the lowest of the compared OMol25 structures with the same formula, charge and spin**: 62.2 kJ/mol
**Expectation value of S²**: 3.755
**Kohn-Sham gap (spin up / spin down)**: 0.3027 / 0.2764 hartree
**2S+1**: 4

---

Record 3
Computed, not measured: a 3-piece molecular cluster, C32H56BrCl2F4NO12P2 overall in a non-equilibrium geometry, with ωB97M-V with the def2-TZVPD basis set.

Element x y z (Å)
C (-1.6625, -0.0015, 3.5485)
C (-1.4891, -0.3015, 1.9102)
C (-0.1417, -1.2108, 1.7693)
C (0.9114, -0.7366, 0.5516)
C (1.4027, 0.7981, 0.6495)
C (1.2640, 1.5724, 2.1045)
O (0.2111, 2.6033, 2.1439)
C (0.7564, 3.9665, 2.0926)
O (1.5709, 4.4128, 1.1009)
C (0.2625, 4.9891, 3.3203)
C (-1.3913, 5.2012, 3.2216)
O (0.3638, -1.2632, -0.6326)
C (-0.0484, -0.5705, -1.7895)
C (1.0526, 0.0890, -2.7963)
C (1.3663, 1.6740, -2.7516)
C (0.1583, 2.6539, -3.3710)
Cl (0.9637, 3.9234, -4.5036)
C (-1.5053, 0.1976, -1.7817)
F (-1.5644, 1.4681, -1.0183)
C (-2.7703, -0.6927, -1.2439)
C (-3.9562, 0.2312, -0.5091)
P (-0.4533, -2.2074, -2.8467)
C (-1.6581, -1.8261, -4.2644)
O (-1.1825, -3.4030, -1.7494)
C (2.2388, -1.7437, 0.8395)
Cl (3.3664, -0.9869, 2.1858)
O (1.9419, -2.9871, 1.4738)
C (1.4310, -4.1058, 0.7139)
C (2.6516, -5.1919, 0.5960)
F (2.9001, -5.9642, 1.8723)
C (2.6362, -6.2601, -0.6020)
C (1.4538, -6.2302, -1.7016)
N (0.3493, -4.6993, 1.5673)
C (0.3795, -4.3372, 3.0107)
O (-0.7672, -3.8199, 3.5366)
F (1.4818, -4.5250, 3.9905)
C (-0.1944, -6.0136, 1.2031)
O (0.2175, -7.2440, 1.6184)
F (-1.3868, -6.0570, 0.2748)
P (3.4865, -1.7375, -0.6217)
O (4.9883, -2.3429, 0.1159)
Br (3.0356, -3.1698, -2.2817)
H (-2.7820, 0.1954, 3.8340)
H (-1.0863, 1.0168, 3.7821)
H (-1.1577, -0.8199, 4.2164)
H (-1.4568, 0.7519, 1.4145)
H (-2.4628, -0.9348, 1.6337)
H (0.4333, -1.3198, 2.7958)
H (-0.5536, -2.2649, 1.3855)
H (0.7430, 1.4528, -0.0551)
H (2.5100, 0.8574, 0.2068)
H (1.2363, 0.8435, 3.0322)
H (2.2927, 2.1691, 2.2234)
H (0.8526, 5.9960, 3.2263)
H (0.5084, 4.3914, 4.3226)
H (-1.7163, 5.8151, 4.1893)
H (-1.9799, 4.1929, 3.1416)
H (-1.5755, 5.8309, 2.2528)
H (2.1157, -0.4554, -2.7916)
H (0.6588, -0.1007, -3.9111)
H (2.2350, 1.8267, -3.5656)
H (1.8464, 2.1029, -1.7748)
H (-0.3065, 3.2980, -2.4809)
H (-0.6477, 2.0532, -3.9712)
H (-1.7896, 0.5426, -2.8907)
H (-2.4623, -1.5101, -0.4660)
H (-3.3496, -1.2387, -2.1338)
H (-4.7736, -0.5488, -0.1374)
H (-3.5690, 0.8125, 0.4286)
H (-4.4775, 0.9498, -1.3069)
H (-1.6152, -0.7036, -4.6704)
H (-2.7842, -2.0790, -4.0680)
H (-1.3377, -2.4880, -5.2050)
H (-1.9127, -3.8327, -2.3137)
H (0.9541, -3.7867, -0.3049)
H (3.6452, -4.5389, 0.4740)
H (3.6752, -6.1811, -1.1849)
H (2.6527, -7.3540, -0.1237)
H (0.5115, -5.5836, -1.4582)
H (1.0695, -7.3488, -1.8584)
H (1.9406, -5.9174, -2.7450)
H (5.2351, -3.2295, -0.2939)
C (3.4681, 2.9872, 7.3017)
C (1.9613, 3.0368, 7.4598)
O (1.3074, 2.4094, 6.3406)
C (1.0882, 1.0826, 6.2243)
C (1.7803, 0.1448, 7.1728)
O (0.3940, 0.6438, 5.3099)
H (3.8390, 1.9600, 7.2730)
H (3.9598, 3.5107, 8.1261)
H (3.7676, 3.4566, 6.3594)
H (1.6214, 2.6038, 8.4060)
H (1.6351, 4.0824, 7.4632)
H (2.6928, -0.2298, 6.7033)
H (1.1080, -0.6945, 7.3783)
H (2.0179, 0.5878, 8.1358)
C (-2.2251, 4.7904, -7.0475)
C (-2.1791, 3.3406, -6.6071)
O (-3.4869, 2.8819, -6.2160)
C (-4.4269, 2.4232, -7.0692)
C (-4.2327, 2.6291, -8.5451)
O (-5.4604, 1.9134, -6.6420)
H (-2.8666, 4.9285, -7.9209)
H (-1.2224, 5.1509, -7.2930)
H (-2.6382, 5.4172, -6.2509)
H (-1.7430, 2.6826, -7.3654)
H (-1.5423, 3.2550, -5.7201)
H (-4.7665, 3.5308, -8.8537)
H (-4.6493, 1.7638, -9.0708)
H (-3.1914, 2.6971, -8.8474)

Summary:
**SMILES**: CCC[C@](CCOC(=O)CC)(O[C@](CCCCl)([C@H](F)CC)P(C)O)[C@@](Cl)(O[C@@H]([C@@H](F)CC)N(C(=O)F)C(=O)F)P(O)Br.CCOC(C)=O.CCOC(C)=O
**Kohn-Sham gap**: 0.2778 hartree
**2S+1**: 1

---

Record 4
Computed, not measured: ClNa as an isolated structure in a non-equilibrium geometry, with ωB97M-V with the def2-TZVPD basis set.

Element x y z (Å)
Na (-1.1261, -0.9654, -1.1057)
Cl (1.1261, 0.9654, 1.1057)

Summary:
**Energy above the lowest of the compared OMol25 structures with the same formula, charge and spin**: 151.0 kJ/mol
**Kohn-Sham gap**: 0.1951 hartree
**2S+1**: 1

---

Record 5
Computed, not measured: C18H22Br39N4 as an isolated structure in a non-equilibrium geometry, with ωB97M-V with the def2-TZVPD basis set.

Element x y z (Å)
C (-6.1296, 0.7875, 1.1900)
C (-4.9987, 1.4033, 0.7901)
C (-4.1509, 0.8508, -0.3188)
N (-2.9488, 1.6388, -0.5927)
C (-1.8697, 1.6140, 0.1859)
N (-1.7329, 0.8793, 1.3066)
C (-0.5213, 1.1451, 1.7479)
N (0.1201, 2.0307, 0.9900)
N (-0.7451, 2.3437, -0.0330)
H (-7.0200, 1.3778, 1.3897)
H (-6.1591, -0.2916, 1.3321)
H (-4.6610, 2.3144, 1.2869)
H (-3.9102, -0.2078, -0.1723)
H (-4.7695, 0.8970, -1.2120)
H (-2.9393, 2.2266, -1.4142)
H (-0.0814, 0.6991, 2.6342)
H (1.0544, 2.4228, 1.0901)
H (-0.5075, 2.9885, -0.7856)
C (-6.6159, 2.1940, -4.2871)
Br (-8.0726, 1.3559, -5.1975)
Br (-6.6650, 1.8856, -2.3915)
Br (-4.9139, 1.6168, -4.9797)
H (-6.7006, 3.2608, -4.4430)
C (1.6146, 3.5030, -2.7791)
Br (0.4318, 4.8413, -2.0507)
Br (3.1587, 3.2439, -1.6573)
Br (0.6764, 1.8580, -3.0967)
H (1.9785, 3.8895, -3.7259)
C (4.7382, 3.9776, -5.4334)
Br (3.7176, 5.4551, -4.7449)
Br (5.8457, 3.1978, -4.0754)
Br (3.5786, 2.6670, -6.2219)
H (5.3854, 4.3568, -6.2128)
C (3.5737, -0.3905, -0.9533)
Br (2.1703, -1.5525, -1.5498)
Br (3.7692, -0.4394, 0.9647)
Br (5.2371, -0.7021, -1.8499)
H (3.2649, 0.6114, -1.2007)
C (-0.2053, -4.9051, -1.8609)
Br (-0.5133, -4.5036, -0.0089)
Br (-1.2444, -6.3966, -2.4528)
Br (-0.5087, -3.3542, -2.9647)
H (0.8403, -5.1675, -1.9634)
C (2.6936, 3.3186, 3.9558)
Br (3.0529, 3.4436, 2.0560)
Br (2.7326, 1.4869, 4.5270)
Br (3.8929, 4.4192, 4.9470)
H (1.6895, 3.6877, 4.1149)
C (-1.4448, 3.6907, -6.4482)
Br (-1.4569, 1.7851, -6.1879)
Br (0.2960, 4.3932, -6.0452)
Br (-2.0456, 4.1808, -8.1955)
H (-2.1400, 4.1137, -5.7356)
C (-9.7132, 3.6393, 1.8315)
Br (-9.6449, 1.7404, 1.5596)
Br (-7.9649, 4.3415, 2.2227)
Br (-10.5131, 4.5342, 0.3378)
H (-10.3369, 3.8220, 2.6956)
C (7.7417, -0.8768, 3.3629)
Br (7.0879, -2.3454, 4.4052)
Br (7.8956, -1.3427, 1.5054)
Br (6.6575, 0.6973, 3.6122)
H (8.7313, -0.6319, 3.7235)
C (5.3216, -5.3002, 7.3119)
Br (5.6184, -5.6028, 5.4368)
Br (5.0927, -6.9473, 8.2637)
Br (6.7111, -4.2145, 8.0730)
H (4.3956, -4.7480, 7.3967)
C (-3.8309, -3.0117, -2.0811)
Br (-4.2976, -2.6822, -0.2407)
Br (-4.4764, -4.7111, -2.6725)
Br (-4.4350, -1.5798, -3.2159)
H (-2.7506, -3.0264, -2.1372)
C (4.8523, -4.1804, 1.0211)
Br (5.3623, -4.0551, -0.8202)
Br (3.1651, -5.0889, 1.2044)
Br (6.2078, -4.9853, 2.1047)
H (4.7061, -3.1703, 1.3798)
C (1.7808, -5.9980, 4.4334)
Br (2.7126, -7.6444, 4.1547)
Br (0.0394, -6.0133, 3.6234)
Br (1.6898, -5.5382, 6.3002)
H (2.3529, -5.2228, 3.9409)

Summary:
**Total charge**: +1
**Kohn-Sham gap**: 0.2979 hartree
**2S+1**: 1

---

Record 6
Computed, not measured: the molecule C4H5NO2, with ωB97M-V with the def2-TZVPD basis set.

Element x y z (Å)
C (-1.0303, 1.5238, 0.2945)
N (-0.4056, 0.5819, 0.8653)
C (0.9841, 0.5040, 0.5767)
C (1.3723, -0.3601, -0.3587)
O (0.4639, -1.1204, -1.0679)
C (-0.5855, -1.6908, -0.3943)
O (-1.6436, -1.8541, -0.9207)
H (-2.1191, 1.5226, 0.3147)
H (-0.5179, 2.3290, -0.2461)
H (1.6992, 1.1551, 1.0757)
H (2.3844, -0.4332, -0.7392)
H (-0.3247, -2.0120, 0.6276)

Summary:
**SMILES**: C=N/C=C\OC=O
**Energy above the lowest of the compared OMol25 structures with the same formula, charge and spin**: 213.6 kJ/mol
**Kohn-Sham gap**: 0.3612 hartree
**2S+1**: 1

---

no.,electronic energy (eV)
1,-31187.8031
2,-198435.8799
3,-184671.8932
4,-16938.5965
5,-2756628.9475
6,-9812.1013